Here is a 6-piece molecular cluster, C20H32O20S2 overall at a distorted geometry from OMol25. Energies are from the ωB97M-V functional and the def2-TZVPD basis.

Energy (Ha): -3082.34359
Molar mass (g mol⁻¹): 656.59
Structure (SMILES): C[C@H]1COC(=O)O1.C[C@H]1COC(=O)O1.C[C@H]1COC(=O)O1.C[C@H]1COC(=O)O1.O=S1(=O)OCCO1.O=S1(=O)OCCO1
HOMO (eV): -10.397
Largest force on an atom (eV/Å): 5.7
Relative energy (zero: lowest compared OMol25 entry of this formula, charge and spin) (eV): 4.035
Gap between HOMO and LUMO (Ha): 0.391

```
! wB97M-V def2-TZVPD RIJCOSX def2/J DEFGRID3
* xyz 0 1
C -8.0303 -1.5151 2.8408
O -3.6894 5.5626 -0.0609
C 5.8300 9.9752 -3.2904
S -0.4569 -1.6511 0.2546
H 4.8096 9.5927 -3.2669
C 6.4146 9.7960 -1.8475
O 7.1050 -2.9484 1.1340
H -1.3243 -8.3430 1.2164
C 7.8258 -4.0684 -2.0906
H 1.5648 0.3849 1.7426
C -2.7276 -9.8198 0.3423
H 6.7984 -5.9580 -1.8034
C -3.9752 6.9971 -1.8523
H -1.5031 0.4510 2.0780
H -4.9368 7.3951 -2.1763
H -3.7459 -10.1651 0.5207
O -6.9900 -2.3286 3.3760
O -0.4321 -1.4496 1.8561
H -3.6257 4.8597 -1.9566
C -3.2288 6.7901 0.2599
H -1.9524 -8.6624 -1.1442
C -2.3319 -8.7267 1.3763
C -1.5480 -11.4314 -0.5842
C -5.8010 5.3397 -1.3732
O -3.5625 7.6995 -0.6545
H -3.5709 -9.2217 -1.5707
S -6.8993 -2.0933 5.0289
C -0.5567 -0.0762 2.1980
H 9.4021 -5.4080 -1.6672
C 5.4480 8.3242 -0.4228
C 7.2114 -3.5310 0.0190
H -2.3278 -9.0870 2.4050
H 6.4125 9.4495 -4.0470
C -9.0845 -1.3717 3.9116
H 4.9336 11.2846 -1.0807
O -1.7725 -1.5310 -0.3946
O -0.9533 -12.5076 -0.7129
H 0.2883 1.5205 0.9867
H -5.9981 5.0027 -2.3909
C 5.7116 10.5897 -0.7646
H -6.4262 6.2134 -1.1895
H 7.5001 9.8921 -1.8726
O 4.9976 7.2996 0.0775
H -6.1273 4.5369 -0.7121
H 6.3517 11.0884 -0.0368
O -6.2470 -0.8096 5.2046
H 7.6085 -3.3869 -2.9131
O 5.1788 9.5763 0.0196
H 5.8766 -4.4613 -2.3179
H 9.1242 -5.2690 -3.4483
O -6.4190 -3.2958 5.6837
O 8.0581 -3.2971 -0.9423
O -1.8802 -10.8689 0.5704
H 9.9043 -3.9746 -2.6471
H 5.9225 11.0444 -3.4809
C -4.2469 5.5657 -1.4053
H -9.9472 -1.9750 3.6288
O 0.5097 -0.3081 0.1250
O 6.2632 8.4515 -1.4829
C -2.6225 -9.5219 -1.1252
O -2.7473 7.0148 1.3866
H -8.5744 -2.0005 2.0305
H -3.0228 -7.8910 1.2645
H -9.3867 -0.3269 3.9826
O -8.5582 -1.9226 5.1560
O 6.4696 -4.4946 -0.3608
C 9.1477 -4.7440 -2.4934
C 6.6875 -4.8769 -1.7198
C 0.5729 0.5196 1.3111
H -3.2689 7.1405 -2.6700
O 0.3021 -2.8545 -0.0805
H -0.1847 0.0965 3.2079
O -1.9647 -10.6796 -1.5972
H -7.5818 -0.6006 2.4527
*
```

For reference, the Löwdin charges in units of e are: number 1, C, carries -0.20; number 2, O, carries 0.06; number 3, C, carries -0.01; number 4, S, carries 0.72; number 5, H, carries 0.09; number 6, C, carries -0.31; number 7, O, carries 0.09; number 8, H, carries 0.09; number 9, C, carries -0.35; number 10, H, carries 0.13; number 11, C, carries -0.36; number 12, H, carries 0.15; number 13, C, carries -0.09; number 14, H, carries 0.13; number 15, H, carries 0.12; number 16, H, carries 0.15; number 17, O, carries -0.21; number 18, O, carries -0.20; number 19, H, carries 0.15; number 20, C, carries -0.54; number 21, H, carries 0.13; number 22, C, carries 0.00; number 23, C, carries -0.54; number 24, C, carries -0.01; number 25, O, carries 0.08; number 26, H, carries 0.14; number 27, S, carries 0.74; number 28, C, carries -0.17; number 29, H, carries 0.09; number 30, C, carries -0.51; number 31, C, carries -0.59; number 32, H, carries 0.08; number 33, H, carries 0.08; number 34, C, carries -0.17; number 35, H, carries 0.14; number 36, O, carries -0.26; number 37, O, carries 0.12; number 38, H, carries 0.13; number 39, H, carries 0.08; number 40, C, carries -0.11; number 41, H, carries 0.08; number 42, H, carries 0.15; number 43, O, carries 0.13; number 44, H, carries 0.08; number 45, H, carries 0.14; number 46, O, carries -0.24; number 47, H, carries 0.15; number 48, O, carries 0.05; number 49, H, carries 0.14; number 50, H, carries 0.09; number 51, O, carries -0.23; number 52, O, carries 0.11; number 53, O, carries 0.10; number 54, H, carries 0.09; number 55, H, carries 0.08; number 56, C, carries -0.26; number 57, H, carries 0.13; number 58, O, carries -0.23; number 59, O, carries 0.08; number 60, C, carries -0.09; number 61, O, carries 0.10; number 62, H, carries 0.13; number 63, H, carries 0.08; number 64, H, carries 0.13; number 65, O, carries -0.20; number 66, O, carries 0.11; number 67, C, carries -0.01; number 68, C, carries -0.07; number 69, C, carries -0.14; number 70, H, carries 0.13; number 71, O, carries -0.25; number 72, H, carries 0.13; number 73, O, carries 0.09; number 74, H, carries 0.13



Here is a 5-piece molecular cluster, C36H59BClN2O11PS overall from OMol25. Energies are from the ωB97M-V functional and the def2-TZVPD basis.

Energy (Ha): -3568.91839
Molar mass (g mol⁻¹): 805.18
Structure (SMILES): C[C@H](O)CNCCOc1cc2c(c(CCCO)c1P(O)O)N(Cl)c1cccc(B(O)O)c1S2.C1CCOC1.C1CCOC1.C1CCOC1.C1CCOC1
HOMO (eV): -8.138
Largest force on an atom (eV/Å): 0.7
Gap between HOMO and LUMO (Ha): 0.305

```
! wB97M-V def2-TZVPD RIJCOSX def2/J DEFGRID3
* xyz 0 1
O 1.2038 -3.6230 -5.1905
H 3.1906 -3.8955 -1.8500
H 5.1023 -1.4357 -2.9276
H 3.1413 2.4984 -0.1194
H 1.3035 3.5904 -6.0309
P 0.5373 -1.4545 -7.0757
H 6.5070 -2.4116 -3.3238
C 2.7194 2.5567 0.8857
H -2.6641 -4.6795 8.2652
H 5.7928 5.0488 8.4288
O 6.1709 -2.6525 -0.8798
H -4.2453 -0.2336 1.7129
C -2.1006 -2.5389 6.4805
C -9.1081 2.7941 -0.9494
H -1.2226 1.5824 -4.4891
C -0.1695 -1.6426 -2.4714
H 3.7658 2.4409 3.8642
O -3.0829 -4.6757 6.2467
C 0.4516 1.6330 -5.8492
C 4.5476 5.7478 6.7486
H 1.3596 1.0655 -5.6275
C -3.8695 0.9388 -0.0381
O 3.7773 2.7633 1.8229
H -0.8317 3.9408 -4.3868
C 0.5848 -2.5943 -4.5370
H 2.1175 0.3255 3.2961
B -2.2596 -2.0751 1.7268
H 1.4843 1.9751 3.2875
H -3.9717 -3.0005 5.4323
C 0.1628 -1.4622 -5.2504
C -0.4012 -0.3849 -4.5384
H -0.7275 -3.2487 8.0527
H 3.9204 -3.7187 -0.2416
O 3.8231 3.5524 6.2534
O -0.5843 3.7863 -5.3015
H 2.5153 0.4064 0.8824
C 5.2945 -3.2841 -1.8265
Cl 0.2595 1.6276 -1.8680
H 6.3864 4.6158 6.8218
C 3.6126 1.8838 2.9403
H -7.5407 1.8253 0.2021
C 4.6473 3.4829 7.4182
H 2.8694 5.1966 5.4493
C 2.5399 -3.9202 -4.7564
H -0.3809 -3.8464 6.4265
H -9.8221 2.1516 -2.9337
H -1.5193 0.7217 -5.9724
H 4.4701 4.8355 4.7778
H -1.5713 -1.7663 5.9244
O -0.7352 -0.5737 -7.6534
O -3.2890 -2.7562 2.3406
H 4.0030 3.4282 8.3026
C 3.8808 -3.3014 -1.2512
C -9.0343 1.9391 -2.2128
C -2.1333 -4.7522 7.3094
C -3.5977 -0.0933 0.8544
H 3.0148 -4.4275 -5.5975
H 1.1345 3.0604 -4.3630
O 0.0417 -2.9423 -7.5441
C -0.7669 0.9155 -5.2133
H 3.5144 -2.2769 -1.1475
C -0.5661 -0.4923 -3.1492
H -3.9955 -3.0017 1.7356
N -1.1035 0.6271 -2.4409
H -7.3673 3.5895 0.1223
H -7.1864 1.4768 -3.3018
H 0.3243 1.6728 -6.9324
C -2.9731 -3.4102 5.5866
C -1.1816 -3.5777 7.1191
H 3.2500 -1.9495 -5.2156
H 5.0567 6.6067 6.3144
H -1.6315 -5.7199 7.2675
H 2.0390 3.4155 0.9263
C 2.2104 1.3026 2.8246
H 2.5129 -4.6387 -3.9307
C -3.0326 1.1352 -1.1177
H 0.7055 -3.5874 -2.6375
H -9.0858 0.8796 -1.9529
H -7.6787 3.1787 -3.3745
H 3.8079 6.1144 7.4637
C 3.8792 4.8700 5.6993
C 5.4873 4.7531 7.4263
H 4.3732 1.0971 2.8775
H 6.3828 -3.2884 -0.1901
H -4.7330 1.5765 0.1061
H -3.2312 1.9400 -1.8155
H 5.2482 2.5739 7.3727
H 5.2680 -2.7496 -5.0672
H -2.5114 -3.5616 4.6091
H -2.7071 -2.0531 7.2482
C -1.9308 0.3172 -1.3176
H -9.8376 2.4415 -0.2220
C 5.4394 -2.4663 -3.0997
C -2.5105 -0.9440 0.6717
C 2.0127 1.2770 1.3107
H -9.3547 3.8260 -1.2076
H -0.8508 -3.1651 -7.2465
C 0.3963 -2.6936 -3.1667
C -7.6769 2.7057 -0.4369
C 0.6405 3.0639 -5.3377
C -7.6482 2.2880 -2.7382
H 5.6337 -4.3088 -2.0098
H 3.0362 -2.2168 -3.4968
H -0.8746 -3.2748 2.3734
C 3.3690 -2.6934 -4.4191
H -1.2995 -1.1033 -8.2261
C -1.6749 -0.7310 -0.4348
S -0.2933 -1.7848 -0.7240
H 0.9691 1.2497 1.0022
O -0.9750 -2.3499 2.1202
O -6.8449 2.5713 -1.5903
N 4.7790 -3.0999 -4.2536
*
```

Löwdin atomic charge list, values in e, 99 entries: number 1, O, carries -0.09; number 2, H, carries 0.06; number 3, H, carries 0.13; number 4, H, carries 0.11; number 5, H, carries 0.11; number 6, P, carries 0.89; number 7, H, carries 0.12; number 8, C, carries -0.22; number 9, H, carries 0.12; number 10, H, carries 0.11; number 11, O, carries -0.05; number 12, H, carries 0.12; number 13, C, carries -0.16; number 14, C, carries -0.17; number 15, H, carries 0.09; number 16, C, carries -0.43; number 17, H, carries 0.10; number 18, O, carries -0.14; number 19, C, carries -0.17; number 20, C, carries -0.17; number 21, H, carries 0.11; number 22, C, carries -0.05; number 23, O, carries -0.14; number 24, H, carries 0.08; number 25, C, carries -0.31; number 26, H, carries 0.11; number 27, B, carries -0.66; number 28, H, carries 0.11; number 29, H, carries 0.12; number 30, C, carries -0.19; number 31, C, carries -0.13; number 32, H, carries 0.11; number 33, H, carries 0.08; number 34, O, carries -0.16; number 35, O, carries -0.07; number 36, H, carries 0.11; number 37, C, carries -0.42; number 38, Cl, carries 0.71; number 39, H, carries 0.11; number 40, C, carries -0.20; number 41, H, carries 0.11; number 42, C, carries -0.21; number 43, H, carries 0.12; number 44, C, carries -0.16; number 45, H, carries 0.11; number 46, H, carries 0.11; number 47, H, carries 0.11; number 48, H, carries 0.12; number 49, H, carries 0.11; number 50, O, carries -0.29; number 51, O, carries 0.16; number 52, H, carries 0.12; number 53, C, carries -0.04; number 54, C, carries -0.17; number 55, C, carries -0.21; number 56, C, carries -0.03; number 57, H, carries 0.13; number 58, H, carries 0.09; number 59, O, carries -0.28; number 60, C, carries -0.14; number 61, H, carries 0.08; number 62, C, carries -0.28; number 63, H, carries 0.11; number 64, N, carries -0.36; number 65, H, carries 0.12; number 66, H, carries 0.12; number 67, H, carries 0.10; number 68, C, carries -0.20; number 69, C, carries -0.17; number 70, H, carries 0.12; number 71, H, carries 0.11; number 72, H, carries 0.11; number 73, H, carries 0.12; number 74, C, carries -0.16; number 75, H, carries 0.11; number 76, C, carries 0.00; number 77, H, carries 0.12; number 78, H, carries 0.11; number 79, H, carries 0.12; number 80, H, carries 0.11; number 81, C, carries -0.21; number 82, C, carries -0.17; number 83, H, carries 0.12; number 84, H, carries 0.09; number 85, H, carries 0.10; number 86, H, carries 0.12; number 87, H, carries 0.12; number 88, H, carries 0.10; number 89, H, carries 0.10; number 90, H, carries 0.11; number 91, C, carries -0.32; number 92, H, carries 0.11; number 93, C, carries -0.19; number 94, C, carries -0.10; number 95, C, carries -0.19; number 96, H, carries 0.11; number 97, H, carries 0.07; number 98, C, carries -0.04; number 99, C, carries -0.21



Which of these has the lowest HOMO? C20H32O20S2



What is the largest force on an atom in the first record? 5.7 eV/Å



gap between HOMO and LUMO of number 2 (C36H59BClN2O11PS)? 0.305 Ha



Among the records above, which one has the lowest energy? C36H59BClN2O11PS